1.
Here is C59H50ClIN3OP2PdS as an isolated structure in a non-equilibrium geometry from the OMol25 dataset. Energies are from ωB97M-V with the def2-TZVPD basis set.

Last column: Löwdin charge in e.
Cartesian coordinates (Å):
I1 1.409415 -5.929848 -3.895371  0.993
Pd1 -0.174081 -1.149104 -1.385150  0.563
Cl1 1.971656 -2.152756 -8.061283  0.757
S1 -3.734716 -2.159080 3.168291  0.801
P1 1.813277 -2.061305 -0.126352  1.047
P2 1.267961 0.145809 1.914638  1.098
O1 0.033437 -3.219889 -2.711311  -0.017
N1 -4.313355 5.271805 4.066400  0.168
N2 -0.293078 -0.787813 -3.716509  0.132
N3 0.894136 -1.383579 1.250894  -0.503
C1 -0.727042 0.489299 -4.222182  -0.244
C2 -0.254592 1.338164 2.059986  -0.365
C3 -1.234394 1.100221 3.191846  -0.086
C4 -1.027949 1.674748 0.773197  -0.163
C5 3.274172 -0.053871 5.430301  -0.075
C6 0.490117 -0.016218 -6.311443  -0.013
C7 3.805561 -5.554332 2.126191  -0.068
C8 -1.866223 3.678362 -2.921077  -0.030
C9 -0.480525 1.148396 -0.550737  -0.150
C10 3.243540 -0.967862 -0.448028  -0.366
C11 5.629299 -0.614014 -0.635274  -0.066
C12 0.534337 2.615896 2.592168  -0.238
C13 -0.174755 0.860260 -5.559824  0.007
C14 2.606525 -3.440197 0.774446  -0.398
C15 0.205242 3.611077 -4.117158  -0.053
C16 -3.540301 0.853192 -2.816599  -0.042
C17 3.765720 -4.287861 2.706303  -0.057
C18 0.708826 -0.741855 4.619342  -0.095
C19 -2.841259 3.282659 1.693810  0.013
C20 -1.242285 0.997478 -1.774738  -0.130
C21 2.648204 -4.703759 0.200214  -0.091
C22 -1.438550 -2.170890 1.655771  -0.276
C23 0.265134 -1.643934 -4.453061  -0.111
C24 -0.159941 4.749299 1.921051  -0.021
C25 3.250532 -5.761853 0.875029  -0.068
C26 -2.659771 0.548992 -1.777744  -0.194
C27 -1.040713 4.425656 3.107457  -0.184
C28 2.386144 -0.605484 6.340242  -0.072
C29 -0.520457 1.478080 -3.033879  -0.168
C30 -4.852736 0.397018 -2.798888  -0.050
C31 4.116770 1.104981 -1.347379  -0.073
C32 -3.156503 -0.190128 -0.699310  -0.034
C33 -2.067226 2.512729 0.706105  0.002
C34 0.071626 4.950927 -4.439457  -0.063
C35 -2.457242 4.110321 2.671015  -0.187
C36 3.170548 -3.234121 2.034675  -0.093
C37 1.104506 -0.953272 5.930906  -0.062
C38 1.132647 -4.029145 -4.658952  -0.658
C39 -2.328426 -3.089612 2.498445  -0.470
C40 -1.036635 5.664565 -4.000624  -0.071
C41 4.551314 -1.423575 -0.291048  -0.075
C42 -5.309628 -0.371208 -1.741355  -0.055
C43 -1.997116 5.027223 -3.233662  -0.057
C44 5.417196 0.656160 -1.142306  -0.072
C45 -0.322025 3.182978 3.740382  -0.173
C46 0.456674 -3.022110 -3.818792  -0.382
C47 -3.506318 4.746064 3.438435  -0.178
C48 -5.038931 -3.402975 3.081704  -0.414
C49 1.336400 -2.364567 -6.472539  -0.583
C50 2.876958 0.146597 4.114439  -0.121
C51 -1.237592 2.056213 4.106800  -0.021
C52 3.049145 0.289823 -1.022198  -0.136
C53 -4.455326 -0.655779 -0.680509  -0.040
C54 1.533765 -3.699127 -5.887997  -0.136
C55 1.590687 -0.189433 3.685426  -0.361
C56 0.044398 -2.419315 1.866468  -0.278
C57 0.672485 3.761551 1.632378  -0.038
C58 0.718608 -1.372026 -5.825961  -0.176
C59 -0.772611 2.946606 -3.373007  -0.169
H1 -1.669540 -2.289677 0.594530  0.092
H2 -4.796416 -1.226731 0.174142  0.099
H3 0.302574 -3.391339 1.441216  0.106
H4 -1.924441 0.266493 3.192199  0.083
H5 -2.522115 -0.392335 0.149424  0.079
H6 -1.755001 -3.517352 3.323338  0.078
H7 2.044491 0.623925 -1.232654  0.049
H8 3.279756 -6.744599 0.422490  0.108
H9 -1.895203 2.082614 4.967502  0.130
H10 -0.262550 5.674147 1.367760  0.120
H11 0.838255 5.441451 -5.024881  0.110
H12 -1.809567 0.384966 -4.346054  0.147
H13 -3.231824 1.494009 -3.631576  0.108
H14 6.637144 -0.985701 -0.504727  0.110
H15 0.544471 1.422146 -2.791929  0.133
H16 -6.329131 -0.733630 -1.733534  0.112
H17 -4.837506 -4.240399 3.747067  0.039
H18 -0.305416 -0.996253 4.342427  0.092
H19 6.257797 1.290749 -1.391017  0.109
H20 0.848426 0.250458 -7.295309  0.101
H21 4.267600 -6.376872 2.656621  0.108
H22 -2.855204 5.576981 -2.869772  0.112
H23 -0.407218 1.845010 -5.941578  0.120
H24 -0.095893 0.065428 -0.251049  0.042
H25 1.369713 3.756200 0.802272  0.117
H26 -5.959169 -2.917638 3.401799  0.033
H27 3.140628 -2.253236 2.493174  0.098
H28 2.202435 -4.866236 -0.776253  0.067
H29 0.292745 3.523111 4.573846  0.155
H30 0.280847 -2.489665 2.929671  0.098
H31 -5.163395 -3.761573 2.060549  0.034
H32 0.430354 1.711303 -0.755736  0.120
H33 -2.507184 2.626195 -0.279283  0.102
H34 -1.141921 6.712864 -4.246044  0.110
H35 2.688010 -0.762644 7.367703  0.108
H36 3.577479 0.571397 3.402944  0.099
H37 -1.083034 5.253941 3.813311  0.145
H38 4.744109 -2.410913 0.106162  0.100
H39 4.273556 0.222193 5.740494  0.107
H40 -3.913000 3.215214 1.527311  0.129
H41 -5.516763 0.655578 -3.612937  0.113
H42 -2.731864 -3.914344 1.911530  0.081
H43 -2.635284 3.210552 -2.322107  0.092
H44 4.201718 -4.124175 3.683570  0.110
H45 1.517080 2.307814 2.954354  0.107
H46 3.939759 2.085172 -1.772926  0.106
H47 2.034426 -4.435195 -6.504145  0.098
H48 0.405648 -1.382117 6.637478  0.110
H49 -1.647989 -1.133077 1.910680  0.044
H50 1.092996 3.074542 -4.435080  0.119

Forces on atoms 1 to 2 (eV/Å):
-0.0081 -0.0115 0.0939
-0.1272 1.2514 -0.6129

Calculated values
- LUMO level (spin up / spin down): -4.1 / -4.1 eV
- E_HOMO (spin up / spin down): -10.0 / -10.0 eV
- HOMO-LUMO gap (spin up / spin down): 5.892 / 5.893 eV
- E: -4484.1001 hartree
- Energy relative to the best compared isomer or geometry (same formula, charge and spin): 548.7 kJ/mol
- Total charge: +1

2.
Here is C59H56N10O7S2Sc as an isolated structure from the OMol25 dataset. Energies are from ωB97M-V with the def2-TZVPD basis set.

Last column: Löwdin charge in e.
Cartesian coordinates (Å):
Sc1 -0.364335 0.097809 -0.004544  1.005
S1 -2.366340 3.620347 -2.636871  1.136
S2 -3.868539 0.025564 0.032794  0.940
O1 -2.427572 -0.172970 0.458848  -0.593
O2 -3.271919 2.722921 0.606563  -0.007
O3 6.615955 0.854306 6.713138  -0.075
O4 -5.257089 -3.988464 5.637484  -0.071
O5 1.347144 2.557572 1.208300  0.018
O6 5.565117 4.651331 -5.739116  -0.074
O7 -2.695779 -4.927952 -7.158166  -0.075
N1 -1.672551 3.718183 3.516134  -0.089
N2 2.484082 0.871796 0.199829  0.037
N3 -2.105067 1.167712 -2.089742  0.008
N4 -0.647832 -2.038924 -0.267852  0.034
N5 0.691610 -0.739641 1.860674  0.070
N6 -0.049832 2.083740 3.817347  0.254
N7 -1.488496 2.067764 1.957737  0.176
N8 -1.134986 1.806182 -1.361556  -0.068
N9 -0.329254 3.963454 -0.885888  0.147
N10 0.757713 -0.233497 -1.979384  0.061
C1 3.425310 2.203960 -3.162724  -0.222
C2 -0.324005 -3.695043 -4.639225  -0.015
C3 -4.467439 -1.639818 -0.243718  -0.209
C4 -2.748886 3.982412 2.591443  -0.029
C5 -1.640579 -3.882915 -1.193366  0.022
C6 3.938511 0.319856 3.589988  -0.225
C7 -2.133186 -4.284117 -6.110025  -0.286
C8 4.232277 1.631079 -4.132606  -0.030
C9 1.514035 0.685009 -2.671019  -0.215
C10 4.694888 -0.756438 4.028040  -0.021
C11 1.405170 -0.955768 4.049797  -0.003
C12 5.609026 -0.620165 5.069937  -0.005
C13 -0.185438 -1.518295 2.568695  -0.233
C14 -1.148521 3.101870 -1.520676  -0.672
C15 0.106738 -0.968873 -2.926823  -0.233
C16 -1.859136 -3.937270 0.140122  0.008
C17 -4.010952 1.512972 -3.613546  -0.233
C18 -3.586201 -4.531399 4.104772  0.015
C19 0.351887 -0.425692 -4.241705  0.021
C20 0.223791 -1.603114 3.949536  0.012
C21 5.764715 0.615307 5.689239  -0.286
C22 -1.032945 2.611931 3.098571  -0.395
C23 -5.947362 -3.016611 6.405946  -0.075
C24 -2.979936 -3.455107 -5.376022  0.009
C25 -0.797709 -4.404078 -5.739492  -0.004
C26 4.672646 0.907018 0.743661  0.047
C27 4.089750 4.390067 -3.954218  0.011
C28 -0.637015 -2.134753 -2.705508  -0.065
C29 -2.222145 -2.841773 3.026663  -0.192
C30 -4.764624 0.328287 1.561629  -0.210
C31 5.016797 1.707469 5.249409  0.009
C32 4.895370 3.800980 -4.928715  -0.285
C33 -2.849868 1.944113 -2.780278  -0.586
C34 -1.158243 -2.870278 -3.897407  -0.229
C35 -0.912740 -2.661531 -1.448469  -0.215
C36 -1.375328 4.481750 4.709985  -0.020
C37 -4.280361 -3.550114 4.812214  -0.285
C38 -1.193928 -2.373682 2.061503  -0.064
C39 -2.544034 2.857378 1.576062  -0.487
C40 1.199031 0.612645 -4.083319  0.021
C41 -2.916223 -1.878983 3.755197  -0.038
C42 -3.908700 1.967023 -5.071920  -0.095
C43 4.970377 2.415443 -5.014139  -0.006
C44 -3.934288 -2.214579 4.641711  -0.009
C45 7.392403 -0.235506 7.188508  -0.074
C46 4.121499 1.559361 4.208137  -0.015
C47 6.399044 4.082679 -6.737814  -0.074
C48 -2.494299 -2.762176 -4.284298  -0.023
C49 3.183462 1.231558 -0.922511  -0.170
C50 2.626811 1.385118 -2.202095  -0.048
C51 3.367036 0.649897 1.228376  -0.180
C52 4.558374 1.285703 -0.572303  0.044
C53 -1.234617 -2.768123 0.719108  -0.236
C54 3.372449 3.598597 -3.080267  -0.009
C55 1.182954 1.615861 0.477112  -0.323
C56 1.714994 -0.418139 2.746210  -0.236
C57 -2.576369 -4.181876 3.233283  -0.020
C58 -1.854846 -5.760590 -7.941885  -0.075
C59 2.950875 0.189676 2.476025  -0.058
H1 -3.733621 3.898935 3.058422  0.140
H2 5.823141 3.466165 -7.431689  0.096
H3 -0.063359 -0.816618 -5.158758  0.120
H4 0.718115 -3.790564 -4.353295  0.128
H5 -2.367344 -4.726206 0.668276  0.103
H6 -6.663601 -3.561100 7.012099  0.095
H7 5.356785 1.505810 -1.265418  0.123
H8 -4.120838 0.948492 2.181308  0.041
H9 -4.062461 0.425862 -3.551539  0.103
H10 -5.671521 0.877030 1.303902  0.069
H11 4.046978 5.471411 -3.901019  0.122
H12 4.291408 0.550369 -4.207755  0.129
H13 -0.282228 -2.178612 4.709205  0.122
H14 -1.945614 5.406192 4.681074  0.095
H15 1.624093 1.243829 -4.847472  0.118
H16 -3.846559 -5.569630 4.272745  0.126
H17 -1.644779 3.940497 5.620189  0.097
H18 7.981289 0.150754 8.012935  0.094
H19 -4.443637 -1.433946 5.189313  0.103
H20 -1.030537 -5.192801 -8.378549  0.096
H21 -1.932827 -4.600798 -1.944937  0.123
H22 5.582646 0.761787 1.307376  0.124
H23 -4.922006 1.914829 -3.162167  0.117
H24 -4.760583 1.598916 -5.643916  0.078
H25 2.040845 -0.869051 4.917468  0.120
H26 5.163170 2.664897 5.735740  0.122
H27 -4.015693 -3.371740 -5.683139  0.122
H28 4.567965 -1.723987 3.552956  0.130
H29 0.192743 3.632184 -0.083148  0.063
H30 -5.264026 -2.470104 7.059786  0.096
H31 -0.316725 4.748192 4.752670  0.094
H32 -3.159865 -2.114708 -3.721165  0.107
H33 0.335512 2.581273 4.599430  0.112
H34 6.757641 -1.047788 7.548516  0.095
H35 3.557700 2.416776 3.852218  0.121
H36 -6.479842 -2.309717 5.765501  0.094
H37 -1.453616 -6.586722 -7.351258  0.096
H38 7.195598 3.481739 -6.293453  0.096
H39 -4.023124 -2.003621 -1.170333  0.047
H40 -2.015436 -4.970524 2.749582  0.115
H41 6.835657 4.916285 -7.276790  0.094
H42 8.060482 -0.613703 6.411998  0.097
H43 0.512376 1.358799 3.398351  0.073
H44 -2.995386 1.586462 -5.532861  0.081
H45 -2.669977 4.961781 2.116434  0.139
H46 6.186404 -1.478843 5.382372  0.105
H47 -4.144825 -2.256858 0.595252  0.058
H48 -4.991329 -0.607712 2.069254  0.051
H49 -0.121547 -5.043691 -6.289716  0.104
H50 -0.473215 4.949435 -0.991250  0.103
H51 5.594947 1.936078 -5.754778  0.104
H52 -2.477842 -6.156620 -8.736366  0.094
H53 2.749358 4.058933 -2.320646  0.116
H54 -2.665933 -0.833719 3.605122  0.118
H55 -3.900981 3.056278 -5.147536  0.066
H56 -5.556304 -1.616059 -0.321059  0.071

Forces on atoms 1 to 2 (eV/Å):
-0.3736 0.1078 -0.3196
-0.0317 0.0018 0.0036

Calculated values
- LUMO level: -3.1 eV
- E_HOMO: -8.7 eV
- HOMO-LUMO gap: 5.584 eV
- E: -4913.1799 hartree
- Total charge: +1

Q: Among the records above, which one has the lowest E?
A: C59H56N10O7S2Sc

Q: Which of these has the lowest E?
A: C59H56N10O7S2Sc

Q: Which formula does entry 1 have?
A: C59H50ClIN3OP2PdS